# C39H43ClP2Si2Ti

C39H43ClP2Si2Ti as an isolated structure (wB97M-V/def2-TZVPD, the Open Molecules 2025 dataset).

The geometry in XYZ format:
```
88
Properties=species:S:1:pos:R:3
Ti -0.337 -0.605 2.535
Cl 1.353 -0.569 1.000
P -0.110 1.598 3.710
P 1.465 -1.020 4.292
Si -0.705 -0.277 -4.155
Si 0.915 0.032 -2.270
C -0.431 -3.008 -7.229
C 0.861 1.486 -5.706
C -2.021 -1.250 3.980
C -1.408 -1.714 -1.694
C -1.037 3.539 -5.732
C 0.397 2.310 6.423
C 0.797 -2.664 -1.426
C -1.156 -4.102 -1.368
C 1.778 -0.071 6.957
C 0.228 -3.927 -1.268
C 1.444 -3.481 -5.772
C -1.470 3.797 -0.881
C -0.833 -1.968 -6.385
C -0.400 1.286 -5.123
C 1.180 2.723 -6.272
C -0.100 -1.685 -5.221
C 0.560 1.364 5.414
C -1.006 1.435 -0.673
C -1.296 -2.389 3.474
C -2.593 -0.554 2.861
C 0.231 3.752 -6.283
C 1.086 2.696 2.884
C -1.784 2.545 -0.343
C -1.973 -2.985 -1.537
C 1.624 0.892 7.961
C -1.581 2.609 3.943
C -0.003 -1.546 -1.718
C -0.412 3.917 -1.786
C 0.933 2.076 7.695
C 1.246 0.159 5.691
C -1.359 2.306 -5.159
C -2.231 -1.262 1.661
C 0.355 2.804 -2.126
C 0.696 -3.780 -6.915
C 1.056 -2.429 -4.935
C -1.433 -2.404 2.041
C 3.201 -0.693 3.832
C 0.042 1.540 -1.594
C 1.604 -2.630 5.117
H -1.707 -1.363 -6.628
H -2.210 2.534 3.048
H 0.485 4.721 -6.720
H -2.158 -0.391 -3.992
H -0.826 -3.167 4.066
H -1.601 -5.096 -1.284
H -3.242 0.316 2.908
H 1.873 -2.534 -1.325
H -2.638 2.428 0.330
H -1.060 -3.167 1.370
H -1.269 3.654 4.082
H 2.311 -1.000 7.171
H 2.282 0.103 -1.713
H -0.191 4.883 -2.236
H 2.341 -4.058 -5.531
H 0.888 2.686 1.802
H 1.167 2.897 -2.848
H 1.384 -3.416 4.384
H 0.814 2.829 8.472
H -2.149 2.261 4.813
H 3.367 0.383 3.712
H -1.782 4.338 -5.751
H 3.853 -1.073 4.629
H 1.597 0.677 -5.701
H 0.995 -4.606 -7.563
H -2.156 -1.001 5.030
H 2.041 0.707 8.950
H 0.883 -2.706 5.944
H 0.951 3.711 3.283
H 2.628 -2.767 5.490
H -0.146 3.236 6.219
H -1.228 0.470 -0.216
H -3.059 -3.093 -1.556
H -0.995 -3.213 -8.141
H 0.867 -4.785 -1.064
H 2.170 2.876 -6.702
H -2.570 -1.029 0.659
H 3.421 -1.200 2.886
H -2.086 -0.868 -1.855
H -2.050 4.676 -0.590
H 1.666 -2.182 -4.064
H 2.111 2.358 3.069
H -2.344 2.120 -4.734
```

Net charge   +2
Maximum force   0.0802 Eh/bohr
DFT total energy   -4082.77481 Eh

---

# C39H43N4O3PSSiTi

C39H43N4O3PSSiTi as an isolated structure (wB97M-V/def2-TZVPD, the Open Molecules 2025 dataset).

The geometry in XYZ format:
```
93
Properties=species:S:1:pos:R:3
Ti -1.635 0.328 0.144
S -1.025 2.992 -0.364
P 0.232 -1.549 0.738
Si 1.943 4.486 0.172
O -2.276 -1.449 -0.288
O -2.782 0.609 1.388
O -0.589 0.319 -1.321
N -3.257 1.076 -1.311
N -2.544 0.802 -2.412
N -1.973 -1.656 2.965
N -0.343 1.293 1.439
C 1.829 -0.845 1.297
C 0.180 0.975 2.629
C 1.677 2.819 2.512
C 1.153 3.180 1.295
C -4.271 0.380 -0.898
C 3.662 -0.605 2.829
C 1.651 -4.558 -2.462
C -0.012 -3.664 -0.988
C 0.555 0.022 -4.024
C -3.451 -3.334 -1.231
C 0.664 -4.884 3.095
C 4.253 0.325 1.993
C 3.623 0.688 0.813
C -1.125 -2.734 2.945
C -0.408 -4.810 3.972
C 0.019 2.456 0.847
C -1.282 -3.747 3.901
C 0.366 -4.590 -1.941
C 2.159 -2.659 -1.074
C 2.456 -1.187 2.486
C -3.362 -1.857 -0.914
C -1.275 0.592 -2.406
C 2.543 -3.596 -2.020
C -1.048 1.734 -4.577
C 2.412 0.116 0.472
C 0.872 -2.684 -0.551
C 1.200 0.253 -5.227
C 2.301 3.723 -1.542
C -0.579 0.759 -3.698
C 0.730 1.222 -6.100
C -0.394 1.964 -5.772
C 1.135 1.752 3.240
C -0.050 -2.819 2.043
C -4.411 -1.037 -1.180
C 0.883 6.061 0.003
C 0.833 -3.894 2.146
C 3.583 4.948 1.046
C -5.332 1.093 -0.110
C -3.161 1.446 2.413
H 4.210 4.080 1.224
H 3.111 4.238 -2.051
H -5.352 -1.433 -1.533
H -5.069 2.141 0.011
H 2.516 3.360 2.920
H -1.919 2.303 -4.291
H -2.798 -1.772 3.534
H 0.648 6.490 0.973
H -0.998 -3.687 -0.555
H -4.041 1.041 2.938
H 1.423 3.787 -2.176
H 2.570 2.673 -1.474
H -2.124 -1.131 2.101
H -2.806 -3.561 -2.080
H 1.952 -5.279 -3.210
H -2.115 -3.679 4.585
H -3.402 2.446 2.022
H 2.074 -0.324 -5.495
H 1.671 -3.953 1.464
H 4.143 -0.887 3.752
H 4.082 1.415 0.160
H 1.402 6.819 -0.579
H -0.204 0.075 3.106
H 3.551 -3.575 -2.410
H -3.128 -3.924 -0.375
H -0.751 2.727 -6.448
H -0.337 -5.342 -2.272
H 2.011 -1.916 3.145
H -2.341 1.555 3.144
H 3.402 5.424 2.005
H 1.243 1.403 -7.034
H -0.050 5.826 -0.498
H 1.898 0.402 -0.440
H 2.873 -1.923 -0.739
H 1.347 -5.720 3.136
H 5.198 0.772 2.262
H 1.505 1.499 4.222
H -0.571 -5.586 4.705
H 4.161 5.646 0.452
H -5.474 0.629 0.866
H -4.471 -3.605 -1.486
H -6.274 1.027 -0.654
H 0.912 -0.736 -3.338
```

Net charge   0
Relative energy (zero: lowest compared OMol25 entry of this formula, charge and spin)   301.4 kJ/mol
Maximum force   0.0576 Eh/bohr